Record 1
Here is C34H42IrNO4 as an isolated structure at a distorted geometry from the OMol25 dataset. Energies are from the ωB97M-V functional and the def2-TZVPD basis.

Properties
energy above the lowest of the compared OMol25 structures with the same formula, charge and spin: 0.2084 eV
total energy: -48441.8533 eV
LUMO (alpha / beta): -2.709 / -6.027 eV
total charge: +1
multiplicity: 6
frontier orbital gap (alpha / beta): 4.2 / 5.1 eV
F_max: 4.8 eV Å⁻¹

Last column: Löwdin spin population.
Positions of all 82 atoms, in Å:
H -0.848 1.579 -0.833  0.004
C 0.245 0.711 -9.245  0.000
C -1.439 0.747 -0.463  0.065
N 0.837 -1.037 4.937  0.341
H 1.134 0.867 -9.857  0.000
C -0.954 -1.477 -8.647  0.000
C -2.820 -1.133 -0.379  0.115
H -0.605 3.755 -4.526  0.000
C -0.661 1.562 -4.309  0.000
C 4.940 -1.429 4.479  0.177
O 2.728 1.821 3.598  0.093
C -1.069 0.153 5.829  0.090
H -0.877 -2.379 -8.021  0.000
H 0.398 -0.041 -3.178  0.000
C 4.087 -2.406 3.963  0.037
H 3.366 0.734 7.416  0.004
C 3.093 -0.323 5.587  0.171
H 5.031 1.705 5.322  -0.003
H 1.670 0.340 7.069  0.003
H -2.843 -1.255 1.875  0.000
Ir -0.610 -1.245 -0.203  1.402
H -1.719 3.502 5.746  0.020
C 2.619 0.652 6.616  0.033
H 4.486 -3.224 3.366  -0.001
C 0.106 0.148 5.060  0.427
C -0.100 2.530 4.698  0.052
O 1.265 0.564 2.384  0.175
H 0.291 -2.835 -2.462  0.001
H 1.552 -1.635 -9.821  0.000
C -1.706 1.360 6.094  0.344
H -3.438 -1.980 -0.673  0.009
C 1.568 -1.354 -8.759  0.000
H 6.378 0.542 5.245  0.000
H -0.401 -4.179 -0.195  0.008
H 0.239 2.848 -5.841  0.000
C 0.809 -2.597 0.870  0.005
C 0.281 -0.620 -8.448  0.000
H 1.080 3.292 -2.965  0.000
H 1.672 -2.254 -8.144  0.000
C -2.172 -0.202 -1.271  0.007
O 1.719 1.481 -3.709  0.000
C 0.533 1.323 4.428  0.360
H -0.688 0.951 -9.759  0.000
H 2.180 3.416 -4.372  0.000
C 0.584 -2.574 -1.448  0.021
H 5.490 0.773 6.770  -0.003
H 0.795 0.067 -4.925  0.000
C 5.386 0.723 5.675  -0.008
H -1.159 0.871 1.774  0.004
H 1.261 1.845 -7.672  0.000
H -1.295 1.107 -5.073  0.000
C 0.007 2.876 -4.757  0.000
H 2.492 1.656 6.179  0.012
C 4.451 -0.372 5.244  -0.015
H 2.064 -0.732 0.973  0.007
H 0.295 3.446 4.255  -0.005
H -1.225 1.741 -3.384  0.000
C 0.222 -3.288 -0.248  0.107
H -0.558 1.905 -7.614  0.000
C 1.399 -1.441 -1.067  0.048
C 2.720 -2.315 4.202  0.098
H 1.830 -0.702 -1.737  0.001
C -1.213 2.556 5.548  0.387
H -2.593 1.356 6.727  0.015
H 6.012 -1.466 4.295  0.009
H 0.267 -1.855 4.748  0.016
C 0.556 0.663 -4.019  0.000
H -1.444 -0.800 6.213  0.000
C -1.612 0.378 0.916  0.066
C 1.647 1.232 3.381  0.011
C 2.213 -1.211 4.919  0.155
H -1.858 -0.902 -8.398  0.000
O 0.289 0.026 -7.134  0.000
H 2.021 -3.062 3.811  0.003
H 2.425 -0.689 -8.603  0.000
C 1.526 -1.457 0.363  0.103
C 0.324 1.301 -7.851  0.000
H 0.725 -2.866 1.921  -0.001
H -2.213 -0.212 -2.356  -0.001
C 1.323 2.855 -3.952  0.000
H -1.008 -1.781 -9.703  0.000
C -2.494 -0.759 0.968  0.028

Record 2
Here is a 2-piece molecular cluster, C3H6NO2 overall at a distorted geometry from the OMol25 dataset. Energies are from the ωB97M-V functional and the def2-TZVPD basis.

Properties
energy above the lowest of the compared OMol25 structures with the same formula, charge and spin: 2.5606 eV
total energy: -8792.6563 eV
LUMO: 4.044 eV
total charge: -1
frontier orbital gap: 8.1 eV
F_max: 4.7 eV Å⁻¹

Last column: Löwdin charge in e.
Positions of all 12 atoms, in Å:
O -1.009 -0.751 0.055  -0.212
C 1.704 1.013 -0.323  -0.344
H 1.974 -0.227 -1.861  0.086
H 0.843 1.197 0.365  0.115
H 0.420 -0.292 -1.013  0.056
H 2.696 2.914 -0.747  0.032
C -1.916 -0.982 0.981  -0.647
H -1.531 -0.668 2.025  0.091
O -3.129 -1.059 0.985  -0.095
H 3.609 1.376 -0.669  -0.015
C 2.693 1.827 -0.574  -0.097
N 1.458 -0.138 -0.989  0.031

Record 3
Here is C25H41F5P2Sc as an isolated structure at a distorted geometry from the OMol25 dataset. Energies are from the ωB97M-V functional and the def2-TZVPD basis.

Properties
energy above the lowest of the compared OMol25 structures with the same formula, charge and spin: 0.0000 eV
total energy: -79446.4324 eV
LUMO (alpha / beta): -3.120 / -6.852 eV
total charge: +1
frontier orbital gap (alpha / beta): 7.6 / 2.8 eV
F_max: 3.2 eV Å⁻¹

Last column: Löwdin charge in e.
Positions of all 74 atoms, in Å:
C -4.384 0.426 0.428  -0.042
H 4.663 -2.766 0.649  0.054
H -1.632 4.504 3.050  0.076
H -0.239 -3.774 -2.071  0.010
C -4.225 2.614 2.723  -0.003
F 1.063 0.535 3.325  -0.065
C -1.950 4.587 2.006  -0.009
C 1.645 -0.366 -3.050  -0.200
H -4.067 -0.386 -0.243  0.083
H 5.193 -1.862 -0.814  0.055
C 2.589 1.485 -0.809  -0.070
H 0.565 -5.786 1.302  0.049
Sc -1.305 0.622 1.908  1.079
H 2.543 -3.646 1.135  0.059
H 0.385 -0.461 0.919  0.064
H 0.297 1.346 -3.136  0.106
C 1.966 1.955 -1.911  -0.115
P 0.224 -3.529 0.344  0.875
H -0.811 -1.510 -0.832  0.073
C 4.627 -2.737 -0.453  -0.232
H -1.151 4.483 -1.149  0.113
F 1.190 3.706 3.486  0.102
C -0.085 -4.925 1.499  -0.297
H 2.045 3.025 -2.146  0.117
H -2.906 5.144 1.977  0.102
C 0.473 2.682 4.075  -0.577
H 0.093 -4.567 2.520  0.040
H -1.833 2.002 -2.397  0.088
F 1.159 2.309 5.200  0.121
F -2.593 -0.272 2.937  -0.369
C -2.249 1.236 -1.729  -0.010
C 2.145 0.260 -0.057  -0.183
C 0.615 -0.029 -0.088  -0.203
H -5.244 0.947 -0.034  0.104
C -0.218 -4.445 -1.207  -0.281
H 3.715 -4.312 -2.502  0.055
H -3.895 2.412 3.751  0.101
H -0.082 3.083 -1.382  0.042
H 1.989 -3.952 -2.850  0.037
H 1.689 -0.686 -4.108  0.125
C -0.609 3.676 -0.626  -0.030
H 2.295 -4.798 -0.213  0.068
C 0.156 1.601 3.179  -0.084
H 5.068 -3.655 -0.875  0.055
P 2.872 -2.611 -0.990  0.919
H -4.526 3.674 2.670  0.094
H -3.256 0.983 -2.092  0.101
H -4.716 -0.011 1.380  0.085
C 1.384 1.164 -3.045  -0.158
C 2.961 -3.518 -2.591  -0.225
F -0.704 3.245 4.551  0.078
C -1.528 2.838 0.171  -0.243
C 0.130 -1.011 -1.139  -0.213
C 0.564 -1.159 -2.424  -0.127
H -1.224 -4.857 -1.079  0.048
C -3.251 1.368 0.653  -0.316
H 0.152 4.136 0.018  0.097
H 3.380 2.064 -0.310  0.120
C -2.269 1.715 -0.323  -0.256
C -3.157 2.330 1.725  -0.262
H -1.136 -5.227 1.401  0.046
H 0.469 -5.272 -1.418  0.048
H -5.112 2.005 2.516  0.087
H 2.665 -0.675 -0.415  0.010
C 2.073 -3.780 0.149  -0.524
H 2.625 -0.557 -2.580  0.086
H 0.094 0.946 -0.164  0.090
H 3.258 -2.825 -3.390  0.051
H 1.821 1.571 -3.978  0.130
H -1.187 5.156 1.461  0.083
H 2.452 0.372 1.004  0.124
H -1.624 0.337 -1.812  0.055
H -0.015 -1.819 -3.081  0.120
C -2.109 3.241 1.402  -0.236

Record 4
Here is a 4-piece molecular cluster, C17H42N2O8P overall at a distorted geometry from the OMol25 dataset. Energies are from the ωB97M-V functional and the def2-TZVPD basis.

Properties
total energy: -46962.9553 eV
LUMO: 2.322 eV
total charge: -1
frontier orbital gap: 7.2 eV
F_max: 1.4 eV Å⁻¹

Last column: Löwdin charge in e.
Positions of all 70 atoms, in Å:
H 2.743 3.269 2.842  0.056
H -1.006 -1.612 -2.678  0.080
O -3.464 -9.100 -1.183  -0.163
H -1.685 -10.168 0.583  0.080
H -0.624 -2.441 0.247  0.111
H -0.264 3.517 -1.726  0.057
H 6.085 2.942 1.115  0.064
C -2.110 5.761 0.882  -0.175
H 7.749 3.431 1.431  0.070
C -1.104 -2.533 -0.731  -0.262
H 1.394 3.282 0.220  0.068
H -2.981 5.340 1.383  0.115
H 2.067 -4.915 -0.476  0.073
H -2.944 -5.753 -1.414  0.073
H 0.667 -4.980 0.611  0.078
H -3.322 5.571 -2.426  0.101
H 0.013 -5.463 -1.741  0.099
H -2.157 -2.297 -0.583  0.120
H 3.092 5.191 1.384  0.112
H 3.446 4.602 3.752  0.087
O 0.988 2.450 0.490  -0.097
H -4.880 4.334 -1.572  0.057
H 6.839 4.170 0.099  0.076
O -0.580 2.628 -1.522  -0.148
H -0.161 5.017 0.341  0.124
H -1.812 -6.981 -1.956  0.055
C -2.993 5.101 -1.498  -0.286
H -3.265 6.920 -0.454  0.102
H 4.088 3.842 0.854  0.102
H 6.261 4.520 3.092  0.105
C -0.954 4.781 1.064  -0.275
H -3.848 3.333 -0.893  0.057
H -2.389 -10.687 -1.747  0.115
H -2.178 4.437 -1.779  0.073
O -1.084 -3.893 -1.168  -0.181
H 0.563 -1.740 -1.881  0.068
N -1.430 3.371 0.902  -0.026
N -4.103 4.313 -0.925  0.007
H -3.388 -6.852 -2.734  0.083
H -4.519 -7.495 -0.610  0.117
C 1.121 -4.436 -0.219  -0.079
H -0.602 -0.540 -1.315  0.039
C -3.469 -7.740 -0.769  -0.274
O 5.059 5.468 1.703  -0.162
H -1.854 6.668 1.420  0.108
P -0.525 2.280 0.061  0.345
C 3.636 3.875 2.963  -0.086
C 6.767 3.793 1.121  -0.088
H -1.617 6.700 -0.990  0.104
C 3.947 4.575 1.660  -0.277
H 1.342 -3.426 0.126  0.069
H -1.005 -8.629 0.058  0.064
C 6.294 4.891 2.061  -0.300
O -0.974 0.893 0.232  -0.276
C -2.193 -9.656 -1.451  -0.290
H -2.973 -7.637 0.202  0.108
H 4.457 3.227 3.290  0.064
H -1.732 -9.164 -2.315  0.106
H 0.666 -3.923 -2.270  0.107
C 0.193 -4.434 -1.423  -0.295
C -2.868 -6.778 -1.776  -0.072
H -2.395 3.366 0.602  0.071
H 7.012 5.713 2.046  0.112
C -0.326 4.927 2.495  -0.690
O 0.711 4.253 2.654  -0.055
C -2.469 6.175 -0.552  -0.206
H -0.306 -10.134 -0.531  0.074
C -1.243 -9.643 -0.265  -0.081
O -0.902 5.672 3.296  -0.033
C -0.500 -1.551 -1.710  -0.078

Which value of total charge does entry 3 give? +1